220
Properties=species:S:1:pos:R:3:mulliken_charge:R:1 method="wB97M-V/def2-TZVPD" spin_multiplicity=1 e_tot_ha=-6075.15029 charge=+1 fmax_ha_per_bohr=0.060
C -11.9696 -1.6250 12.1897 -1.783
C -12.0774 -0.1166 12.1087 2.148
C -12.2972 0.6538 13.4194 2.360
C -12.0875 2.1275 13.1678 0.408
N -12.3207 2.9856 14.3624 1.302
C -11.8999 4.4605 14.1623 -1.096
C -10.4081 4.4895 14.4970 2.263
C -10.2621 3.4840 15.6391 1.467
C -11.4820 2.5856 15.5707 1.369
C -13.7647 2.9988 14.7969 0.395
H -11.1591 -2.0662 11.6062 -0.704
H -12.8698 -2.2176 12.0288 0.383
H -11.6240 -1.8946 13.1980 0.564
H -12.8351 0.1761 11.3765 -0.377
H -11.1151 0.2637 11.7511 -0.639
H -11.5113 0.2662 14.0695 -1.071
H -13.2864 0.4691 13.8386 -0.419
H -12.7003 2.5036 12.3428 -0.346
H -11.0790 2.2908 12.7759 -0.400
H -12.5226 5.2010 14.6566 -1.168
H -12.0670 4.6579 13.0991 0.458
H -10.1340 5.5283 14.6761 -0.423
H -9.8079 4.1129 13.6694 -0.629
H -10.3402 3.9546 16.6244 -1.632
H -9.2807 3.0245 15.5572 -0.034
H -12.0595 2.4356 16.4804 -0.119
H -11.1128 1.5673 15.4160 -0.348
H -13.9899 3.7597 15.5346 -0.262
H -14.0996 1.9952 15.0448 -0.459
H -14.3231 3.2609 13.8937 0.041
C -16.9763 -1.7116 10.9461 -1.761
C -16.1898 -0.5697 10.3263 1.645
C -14.8509 -0.9861 9.7720 0.110
O -14.1738 0.1672 9.3203 -0.300
C -12.9901 -0.0748 8.6088 -0.708
N -17.0471 0.0524 9.3017 -0.736
H -17.9082 -1.3929 11.4123 0.400
H -16.4009 -2.1222 11.7825 0.221
H -17.2357 -2.4835 10.2194 0.478
H -16.0420 0.1940 11.0974 -0.669
H -15.0928 -1.7248 8.9958 0.508
H -14.2290 -1.4555 10.5435 -0.568
H -12.1816 -0.5126 9.2152 0.108
H -12.5637 0.7930 8.1147 0.358
H -13.1452 -0.8952 7.8976 0.399
H -17.3678 -0.6379 8.6270 0.353
H -16.5396 0.7263 8.7384 0.202
C -8.7485 -1.5086 13.2175 -1.009
C -8.3895 -0.1164 12.7226 0.625
C -8.2337 0.0632 11.2262 -0.101
O -7.0953 -0.6174 10.7572 -0.497
C -6.9250 -0.5506 9.3466 -0.470
N -9.4043 0.8082 13.2879 1.414
H -8.6255 -1.5009 14.3011 0.290
H -8.0203 -2.1933 12.7724 0.606
H -9.7434 -1.8877 12.9869 -0.461
H -7.4609 0.2311 13.1926 0.500
H -8.3105 1.1150 10.9204 0.242
H -9.1409 -0.3370 10.7398 -0.153
H -7.3076 0.3939 8.9574 0.284
H -7.5181 -1.3673 8.9255 0.062
H -5.8878 -0.7568 9.1005 0.313
H -8.9244 1.6974 13.3956 -0.732
H -9.7139 0.5474 14.2196 -0.902
C -15.1647 3.9326 10.8152 -1.070
C -14.5042 3.8509 9.4432 0.155
C -13.0018 3.5687 9.5231 0.566
O -12.3062 4.4656 10.3739 -0.313
C -10.9099 4.3633 10.3166 -0.453
N -15.0927 2.7983 8.6221 -0.568
H -14.9543 3.0867 11.4773 -0.292
H -16.2466 3.9466 10.6674 0.508
H -14.9369 4.8268 11.3982 0.433
H -14.6912 4.8026 8.9396 0.353
H -12.6606 3.6152 8.4821 0.484
H -12.8393 2.5679 9.9401 -0.722
H -10.5291 4.7279 9.3568 0.405
H -10.5598 3.3544 10.5613 -0.013
H -10.4065 5.0208 11.0296 0.159
H -14.8747 2.8651 7.6385 0.306
H -14.7805 1.8985 8.9916 0.141
C -8.2211 4.4769 11.5317 -0.482
C -7.2054 3.8919 12.4924 0.181
C -6.0749 4.9250 12.7307 -0.534
O -5.2512 4.9242 11.5792 -0.357
C -4.4677 6.0918 11.4312 -0.755
N -7.8696 3.6678 13.7903 -0.342
H -8.7679 5.3083 11.9829 0.067
H -8.9655 3.7068 11.3024 -0.624
H -7.8232 4.8061 10.5707 0.570
H -6.7139 2.9957 12.1128 0.376
H -5.4566 4.6374 13.5932 0.539
H -6.4508 5.9186 13.0088 0.058
H -3.8139 6.2306 12.3003 0.321
H -5.1087 6.9781 11.3859 0.254
H -3.8480 5.9805 10.5465 0.270
H -7.9108 4.5806 14.2378 0.243
H -7.1731 3.1399 14.3146 0.290
C -8.9955 -0.7833 18.5475 -1.949
C -9.4099 0.2638 17.5429 1.717
C -8.2826 1.2314 17.2172 0.053
O -7.8197 1.9293 18.3556 -0.573
C -8.8371 2.6991 18.9737 -0.058
N -9.9619 -0.3471 16.3362 0.479
H -8.5431 -0.3788 19.4556 0.386
H -8.3472 -1.5504 18.1168 0.404
H -9.8718 -1.3354 18.9042 0.378
H -10.2551 0.8102 17.9701 -0.818
H -8.6968 2.0073 16.5576 -0.462
H -7.5042 0.7611 16.6147 0.512
H -8.3919 3.1612 19.8552 0.450
H -9.6085 2.0321 19.3627 0.059
H -9.2565 3.4933 18.3538 -0.134
H -9.5906 -1.2564 16.0737 0.570
H -10.9521 -0.5541 16.4618 -0.162
C -10.9332 -4.6547 5.2560 -1.487
C -12.0665 -4.3657 6.2566 0.187
C -11.6580 -3.4671 7.4377 -0.220
O -10.3963 -3.8091 7.9054 -0.405
C -9.9035 -2.7978 8.7656 -0.423
N -13.2832 -3.8596 5.6107 -0.622
H -10.4568 -3.7424 4.8872 0.320
H -11.2342 -5.1935 4.3562 0.423
H -10.2055 -5.2795 5.7756 0.321
H -12.2575 -5.3295 6.7395 0.248
H -12.5125 -3.4945 8.1265 -0.017
H -11.6547 -2.4370 7.0442 0.375
H -9.8782 -1.8135 8.2909 0.390
H -8.9476 -3.1040 9.1797 0.334
H -10.5833 -2.6799 9.6176 -0.073
H -13.6239 -4.6616 5.0904 0.323
H -13.0317 -3.1686 4.9115 0.280
C -13.0471 -5.5873 9.8160 -0.537
O -11.7975 -5.4571 10.5003 0.375
P -11.2825 -6.6826 11.4252 0.387
O -12.3152 -7.0765 12.4073 -0.717
O -10.8348 -7.8470 10.4417 -0.277
C -10.2141 -8.9971 10.9902 -0.729
O -9.8884 -6.1611 12.0135 -0.333
C -9.7323 -4.8394 12.5185 -0.449
H -13.7208 -4.8551 10.2678 0.102
H -13.4732 -6.5823 9.9126 0.392
H -12.9644 -5.2640 8.7790 0.167
H -9.8399 -8.8764 12.0041 0.336
H -9.3514 -9.2346 10.3555 0.257
H -10.8150 -9.8945 10.8311 0.285
H -9.0785 -4.9245 13.3862 0.381
H -10.6474 -4.3326 12.8273 0.222
H -9.2399 -4.2581 11.7381 0.148
C -14.1613 0.9226 19.0193 -0.605
O -14.8074 0.6649 17.7739 -0.360
P -14.2558 -0.4866 16.8419 0.060
O -12.8174 -0.4491 16.5121 -0.458
O -14.6998 -1.8294 17.5726 -0.245
C -14.2927 -3.1163 17.0635 -0.616
O -15.1870 -0.4295 15.5658 0.027
C -15.1485 -1.1757 14.3548 -0.079
H -13.5708 1.8364 19.0620 -0.208
H -13.5776 0.0394 19.2913 0.398
H -14.9241 0.9881 19.7987 0.515
H -13.4518 -2.9765 16.3866 0.217
H -15.1218 -3.6034 16.5546 0.239
H -14.0032 -3.7320 17.9102 0.277
H -14.2856 -1.8464 14.3955 0.259
H -14.9482 -0.5507 13.4848 -0.376
H -16.0657 -1.7356 14.1982 0.417
C -7.2518 9.0276 17.5163 -0.768
O -7.8579 7.7810 17.1877 -0.311
P -8.5002 7.5153 15.7400 -0.055
O -8.5037 6.1226 15.2630 -0.449
O -9.9443 8.1488 15.9101 -0.129
C -10.9217 7.5327 16.7270 0.084
O -7.7467 8.5309 14.7572 -0.398
C -8.2984 8.8332 13.4791 -0.552
H -6.1867 9.0395 17.2734 0.289
H -7.3702 9.1659 18.5869 0.275
H -7.6199 9.8907 16.9587 0.327
H -11.0950 8.0539 17.6693 0.593
H -10.5646 6.5425 17.0185 -0.101
H -11.8893 7.4062 16.2441 -0.198
H -9.0858 8.1318 13.1794 0.167
H -7.5543 8.6534 12.7032 0.234
H -8.7151 9.8358 13.5350 0.322
C -11.6895 2.5859 21.3994 -0.527
O -11.7216 3.9305 20.9405 -0.290
P -12.2589 4.2636 19.4761 -0.492
O -12.0900 3.2738 18.4011 0.598
O -13.7208 4.7955 19.7368 -0.351
C -14.7691 4.6261 18.8099 -0.327
O -11.4498 5.6088 19.1769 0.267
C -11.3042 6.6190 20.1747 -1.052
H -12.0996 1.8349 20.7232 0.051
H -12.1769 2.4633 22.3669 0.314
H -10.6567 2.2858 21.5870 0.306
H -15.4111 5.4910 18.6343 0.459
H -15.4883 3.9031 19.2106 0.274
H -14.5383 4.2369 17.8168 -0.124
H -10.4986 7.3331 20.0111 0.227
H -11.1500 6.2030 21.1682 0.336
H -12.2231 7.2102 20.1740 0.356
C -18.1733 1.6860 15.8595 -0.638
C -17.8130 3.1383 15.6331 0.210
O -17.4700 3.1259 14.2660 -0.263
C -17.1386 1.8662 13.9025 0.483
O -16.7311 1.5480 12.8310 -0.418
O -17.3278 1.0362 14.9340 -0.270
F -16.6646 3.4999 16.2944 -0.139
H -19.2213 1.5215 15.5939 0.326
H -18.0919 1.3777 16.8999 0.308
H -18.6146 3.7962 15.9612 0.311
C -14.4621 9.1266 15.9930 -0.580
C -13.5769 9.1730 14.7650 0.123
O -14.0979 8.1400 13.9557 -0.284
C -14.6254 7.2263 14.7773 0.503
O -14.9630 6.1121 14.5013 -0.369
O -14.8406 7.7498 15.9927 -0.293
F -12.2893 8.8033 15.0887 -0.238
H -15.3528 9.7174 15.7574 0.387
H -14.0178 9.5861 16.8705 0.350
H -13.5004 10.1555 14.3048 0.404



216
Properties=species:S:1:pos:R:3:lowdin_spin:R:1 method="wB97M-V/def2-TZVPD" spin_multiplicity=2 e_tot_ha=-4163.42914 charge=+5 fmax_ha_per_bohr=0.076
C 16.2784 21.2840 27.0082 0.007
C 14.8753 20.7816 26.9688 0.001
C 14.2296 20.8636 25.5975 0.000
O 14.6164 19.6209 27.7331 0.012
H 16.1453 22.3619 26.9161 0.001
H 16.8467 20.8260 26.1985 0.001
H 16.7914 21.2715 27.9699 0.006
H 14.2473 21.5304 27.4515 0.000
H 14.6588 20.2534 24.8028 0.000
H 14.3419 21.8159 25.0793 0.000
H 13.1954 20.5371 25.7061 0.000
C 19.8494 21.4046 25.5780 0.005
O 20.4683 20.2763 26.2162 0.010
C 19.5253 19.2597 26.7105 0.041
C 20.1082 17.9469 26.9633 0.062
N 21.2865 17.9120 27.8602 0.020
H 21.9652 18.5402 27.4543 0.001
H 20.9494 18.2686 28.7430 0.054
C 21.9855 16.5352 28.0907 0.021
C 23.4102 16.8587 28.6595 0.002
O 23.3097 17.7166 29.8428 0.017
C 24.4981 17.7326 30.6093 0.001
H 18.9331 21.7836 26.0307 0.001
H 19.6078 21.1479 24.5465 0.001
H 20.5649 22.2262 25.6103 0.000
H 18.7170 19.0556 26.0082 0.005
H 19.0093 19.7563 27.5323 0.034
H 20.4603 17.5422 26.0144 0.001
H 19.3136 17.3376 27.3940 0.073
H 21.9576 16.0399 27.1201 0.001
H 21.2213 16.1106 28.7417 0.032
H 24.0557 17.3498 27.9313 0.000
H 23.8663 15.8926 28.8756 0.000
H 24.5756 16.9069 31.3166 0.000
H 24.5164 18.6265 31.2329 0.000
H 25.3562 17.7820 29.9389 0.000
C 14.2239 27.9583 25.4491 0.000
O 15.5621 28.2004 24.8946 0.000
C 16.6074 28.1148 25.8748 0.000
C 16.9436 26.5763 26.0122 0.000
N 17.4974 25.8857 24.7377 0.000
H 16.9589 26.1476 23.9243 0.000
H 18.4059 26.3168 24.6431 0.000
C 17.3195 24.3593 24.6349 0.000
C 17.6093 23.8860 23.1906 0.000
O 16.7541 24.6953 22.4447 0.000
C 16.5349 24.0450 21.2374 0.000
H 13.6543 27.3703 24.7294 0.000
H 13.7911 28.8776 25.8436 0.000
H 14.3068 27.2763 26.2953 0.000
H 16.2829 28.4452 26.8615 0.000
H 17.5107 28.6575 25.5963 0.000
H 16.0521 25.9602 26.1299 0.000
H 17.5288 26.4084 26.9164 0.000
H 16.3014 24.1147 24.9381 0.000
H 17.8838 24.0348 25.5092 0.000
H 17.4989 22.8018 23.2124 0.000
H 18.6044 24.1695 22.8477 0.000
H 17.3945 24.0956 20.5692 0.000
H 15.6233 24.4925 20.8413 0.000
H 16.3499 22.9914 21.4468 0.000
C 19.1070 27.2035 33.8028 0.000
O 18.7716 26.1685 32.8837 0.000
C 18.9903 26.4374 31.4850 0.000
C 18.0503 25.3690 30.8000 0.001
N 18.3825 23.9429 31.2001 0.003
H 19.3104 23.7161 30.8722 0.008
H 18.3601 23.8644 32.2068 0.001
C 17.4919 22.9881 30.3806 0.015
C 16.0505 22.8906 30.8888 0.001
O 16.0789 22.7215 32.2913 0.002
C 14.8904 23.0585 32.9031 0.000
H 18.5440 28.1353 33.7494 0.000
H 20.1805 27.3829 33.7436 0.000
H 18.9346 26.6606 34.7321 0.000
H 20.0087 26.4195 31.0968 0.000
H 18.6594 27.4447 31.2326 0.000
H 18.1622 25.3531 29.7159 0.001
H 17.0181 25.5509 31.0993 0.000
H 17.8196 21.9501 30.4375 0.022
H 17.4354 23.2842 29.3331 0.002
H 15.5202 21.9602 30.6856 0.000
H 15.5538 23.7607 30.4594 0.000
H 15.1260 23.5780 33.8319 0.000
H 14.2398 22.2004 33.0715 0.000
H 14.3613 23.7821 32.2829 0.000
C 15.6829 19.3591 34.5927 0.001
O 15.3256 19.2132 33.1699 0.004
C 16.3690 19.3926 32.2480 0.021
C 15.9200 19.3044 30.7548 0.050
N 15.4294 18.0105 30.1879 0.048
H 14.9438 18.0667 29.3041 0.007
H 16.1724 17.4132 29.8543 0.127
C 14.6025 17.1489 31.1652 0.014
C 14.0438 15.8954 30.4763 0.014
O 13.6679 15.9931 29.0909 0.016
C 13.0010 14.9431 28.5791 0.003
H 16.7097 19.2135 34.9281 0.000
H 14.9224 19.0649 35.3160 0.000
H 15.4576 20.4063 34.7943 0.000
H 17.1963 18.7150 32.4591 0.021
H 16.7363 20.4183 32.2131 0.003
H 16.6000 19.6109 29.9600 0.042
H 14.9838 19.8623 30.7711 0.001
H 13.8428 17.8597 31.4903 0.001
H 15.1674 16.7507 32.0081 0.006
H 13.3180 15.3860 31.1101 0.000
H 14.8906 15.2095 30.5007 0.016
H 11.9284 14.8429 28.7456 0.000
H 13.4552 14.0048 28.8976 0.001
H 13.1689 14.9293 27.5023 0.000
C 9.7689 28.9782 25.6585 0.000
O 9.1821 28.1134 26.6363 0.000
C 8.1491 27.3230 26.1677 0.000
C 8.6740 25.9767 25.7483 0.000
N 9.5499 25.4459 26.8353 0.000
H 10.1273 26.2551 27.0139 0.000
H 8.9767 25.2663 27.6472 0.000
C 10.3942 24.1602 26.3914 0.000
C 11.6694 24.1234 27.2098 0.000
O 11.6303 24.7905 28.5178 0.000
C 12.7928 24.4926 29.3126 0.000
H 10.3775 28.3105 25.0486 0.000
H 10.3621 29.7319 26.1763 0.000
H 9.0020 29.4756 25.0648 0.000
H 7.6776 27.8777 25.3565 0.000
H 7.4891 27.2489 27.0320 0.000
H 9.1643 26.0314 24.7764 0.000
H 7.8810 25.2713 25.4998 0.000
H 10.6873 24.2974 25.3506 0.000
H 9.6817 23.3353 26.3963 0.000
H 12.6064 24.4796 26.7818 0.000
H 11.8443 23.0762 27.4564 0.000
H 13.1761 23.4724 29.2923 0.000
H 12.7564 24.8113 30.3543 0.000
H 13.5584 25.1157 28.8504 0.000
C 8.5906 21.6786 18.9080 0.000
O 9.7471 21.7367 19.7255 0.000
C 9.8153 22.7027 20.7258 0.000
C 11.1708 22.6472 21.3963 0.000
N 11.5114 21.1964 21.8174 0.000
H 10.8503 20.7721 22.4522 0.000
H 11.3207 20.5961 21.0278 0.000
C 12.9692 21.0783 22.3180 0.000
C 13.3592 19.5822 22.3276 0.000
O 12.4799 18.8691 23.2625 0.000
C 12.6312 17.4441 23.1138 0.000
H 8.3028 22.5819 18.3701 0.000
H 7.6962 21.4416 19.4843 0.000
H 8.6512 20.8110 18.2510 0.000
H 9.0992 22.4870 21.5188 0.000
H 9.6956 23.7159 20.3422 0.000
H 11.2752 23.3279 22.2412 0.000
H 11.8917 22.9199 20.6256 0.000
H 12.7853 21.4211 23.3363 0.000
H 13.7071 21.6366 21.7420 0.000
H 14.4022 19.3789 22.5705 0.000
H 13.3712 19.2031 21.3057 0.000
H 13.4979 17.0037 23.6068 0.000
H 12.7450 17.2476 22.0477 0.000
H 11.8225 16.8355 23.5182 0.000
C 15.6659 16.8859 25.9231 0.022
O 16.6169 15.9065 25.5179 0.028
C 16.3173 15.1634 24.3458 0.003
C 15.8394 13.9104 25.0911 0.003
N 16.8557 13.2594 25.9323 0.007
H 17.6829 12.9775 25.4260 0.002
H 17.0859 13.8811 26.6943 0.026
C 16.4477 12.0696 26.8550 0.007
C 16.4659 10.7147 26.0458 0.001
O 15.4717 10.7830 25.0086 0.000
C 14.2131 10.2313 25.3083 0.000
H 14.9319 16.4467 26.5988 0.004
H 15.0657 17.0817 25.0346 0.001
H 16.2503 17.7358 26.2754 0.012
H 17.1973 14.7890 23.8229 0.001
H 15.5690 15.4315 23.5999 0.000
H 15.4976 13.1055 24.4404 0.000
H 14.9551 14.2444 25.6340 0.001
H 15.4965 12.3164 27.3265 0.001
H 17.2200 12.1946 27.6139 0.009
H 16.5160 9.9042 26.7730 0.000
H 17.4149 10.7022 25.5098 0.000
H 14.3651 9.3384 25.9148 0.000
H 13.5430 9.9095 24.5111 0.000
H 13.7283 10.9892 25.9237 0.000
C 8.0940 16.7103 28.1977 0.000
O 9.4392 17.1882 28.2044 0.000
C 10.0115 17.3717 26.9516 0.000
C 11.3868 18.0093 27.1286 0.000
N 11.4956 19.2952 27.9747 0.000
H 12.4029 19.7024 27.7980 0.000
H 10.8493 19.8875 27.4732 0.000
C 11.5108 19.1821 29.5214 0.001
C 11.1461 20.3776 30.2459 0.000
O 9.9980 21.0305 29.7542 0.000
C 9.5977 22.2616 30.3601 0.000
H 7.7925 16.5389 29.2311 0.000
H 8.0191 15.7499 27.6875 0.000
H 7.2785 17.3282 27.8221 0.000
H 9.3696 17.9921 26.3260 0.000
H 10.0290 16.4100 26.4389 0.000
H 11.8521 18.0245 26.1431 0.000
H 12.0424 17.2491 27.5532 0.000
H 12.5621 18.9753 29.7214 0.001
H 10.8954 18.2922 29.6531 0.000
H 12.0394 20.9991 30.1833 0.000
H 11.1012 20.2378 31.3260 0.000
H 8.8828 22.8862 29.8244 0.000
H 10.3524 23.0481 30.3669 0.000
H 9.2082 22.0397 31.3536 0.000
B 13.1209 24.5011 23.5907 0.000
F 12.6356 23.4028 24.2163 0.000
F 14.1426 24.8696 24.4210 0.000
F 13.5734 24.2684 22.2949 0.000
F 12.0683 25.4478 23.7080 0.000



The molecular weight results, record by record, are as follows: 1449.5, 1219.5 g/mol.